Entry 1:
This record from the Open Molecules 2025 dataset describes C15H16O13Tl as an isolated structure at a distorted geometry. The level of theory is wB97M-V/def2-TZVPD.

Atoms and positions in Å:
Tl1 -2.15707 -13.25958 -8.81119
C1 -1.90816 -9.17982 -5.57681
C2 -1.86298 -9.13577 -4.22987
C3 -1.94429 -10.34779 -3.27861
O1 -1.95878 -10.28454 -1.99686
C4 -1.94880 -11.55778 -3.80432
C5 -1.85742 -11.76022 -5.25763
C6 -1.95326 -10.50141 -6.20860
O2 -2.06265 -10.70555 -7.41145
O3 -1.58806 -12.79047 -5.81919
O4 -1.79566 -7.88081 -3.82760
H1 -1.75556 -8.26608 -6.13196
H2 -1.91607 -12.41912 -3.15360
C7 -2.99700 -16.63001 -12.70277
C8 -3.76828 -17.75141 -12.66175
C9 -4.72473 -18.06964 -11.54693
O5 -5.41389 -19.18961 -11.46220
C10 -4.83685 -17.24162 -10.44112
C11 -4.03634 -15.98260 -10.41032
C12 -3.10272 -15.66369 -11.64804
O6 -2.47789 -14.60976 -11.60556
O7 -4.00163 -15.25153 -9.48004
O8 -3.57361 -18.64796 -13.59037
H3 -2.19178 -16.39789 -13.38405
H4 -5.52789 -17.38335 -9.62334
O9 -1.57696 -11.18244 -10.73026
H5 -0.87722 -11.34513 -11.39240
O10 -4.59197 -12.16945 -10.17999
H6 -5.15527 -12.91203 -10.47289
C13 -4.98754 -13.29958 -5.94708
O11 -4.42587 -12.60299 -7.06257
H7 -6.06774 -13.24261 -6.08131
H8 -4.58383 -14.29715 -6.12015
H9 -4.61306 -12.89600 -5.00635
H10 -5.17113 -12.39625 -7.63130
C14 1.71183 -13.59809 -8.29159
C15 1.61997 -13.24249 -9.76274
O12 0.47808 -13.78225 -10.38740
O13 0.51645 -13.11528 -7.71853
H11 2.64875 -13.20687 -7.89504
H12 1.87199 -14.67612 -8.27415
H13 2.58354 -13.45751 -10.22470
H14 1.46700 -12.20617 -10.06397
H15 0.80090 -14.67486 -10.53101
H16 0.66932 -13.21990 -6.77657

## Properties
- largest force on an atom (eV/Å) = 6.056
- LUMO (hartree) = 0.12134
- charge = -3
- Kohn-Sham gap (Eh) = 0.1077
- highest occupied orbital energy (eV) = 0.37
- calculated total energy (Ha) = -1731.38271



Entry 2:
This record from the Open Molecules 2025 dataset describes an isolated ion of composition C15H17BBrF7N7O5S and charge +1 at a distorted geometry. The level of theory is wB97M-V/def2-TZVPD.

Atoms and positions in Å:
C1 2.21322 -4.10230 -0.85331
C2 1.34456 -2.97166 -0.07317
C3 2.24359 -1.76869 0.51514
Br1 2.77427 -2.04822 2.44412
N1 1.78674 -0.39957 0.21066
B1 2.73339 0.46452 -0.65510
O1 3.57705 1.35797 0.11946
N2 2.76514 0.43806 -2.14145
C4 2.74168 -0.94170 -2.70784
C5 1.75591 1.33891 -2.76640
C6 0.70011 0.26047 0.58978
N3 0.33751 1.65620 0.27549
C7 -0.94092 1.97509 0.85744
S1 -1.97581 3.51023 0.81262
O2 -3.44132 3.27581 1.08465
O3 -1.46008 4.39696 1.93165
C8 -1.81660 4.50704 -0.75790
F1 -0.59439 5.24537 -0.70251
F2 -2.85515 5.47893 -0.77542
C9 -1.94058 3.67374 -2.12172
F3 -0.72881 2.98061 -2.33849
F4 -2.04782 4.62284 -3.19140
C10 -3.21667 2.71326 -2.22777
F5 -3.30957 2.32848 -3.60069
F6 -3.00448 1.50805 -1.50860
F7 -4.42011 3.28133 -1.79289
N4 -1.27216 0.73489 1.52380
O4 -2.45471 0.71078 2.20002
N5 -2.08704 1.06314 3.51825
O5 -2.57325 2.09696 3.80985
N6 -0.35285 -0.27130 1.39458
C11 -0.73963 -1.51444 2.03667
C12 -1.62282 -2.58242 1.28048
C13 -1.99805 -3.83238 2.09415
N7 -1.68954 -4.20232 3.42618
C14 -0.93712 -3.25373 4.16595
C15 -0.46930 -1.94397 3.50801
H1 2.07414 -5.10697 -0.29873
H2 1.77099 -4.26359 -1.89336
H3 3.33630 -3.89820 -0.84331
H4 0.91034 -3.51602 0.85047
H5 0.42949 -2.61666 -0.66696
H6 3.25975 -1.90898 -0.02251
H7 3.52518 2.25467 -0.28266
H8 3.49882 -1.61967 -2.17173
H9 3.13771 -0.85378 -3.79290
H10 1.69648 -1.40039 -2.79938
H11 1.63409 2.31968 -2.16337
H12 0.69827 0.88245 -2.81526
H13 2.11882 1.68300 -3.80955
H14 -1.95222 -2.41415 0.18944
H15 -2.62290 -4.60742 1.51102
H16 -0.67512 -3.50270 5.25799
H17 0.13548 -1.21824 4.16657

## Properties
- largest force on an atom (eV/Å) = 9.203
- LUMO (hartree) = -0.19076
- charge = +1
- SMILES = CC[C@H](Br)N(B(O)N(C)C)c1nc(S(=O)(=O)C(F)(F)C(F)(F)C(F)(F)F)n(ON=O)[n+]1-c1ccncc1
- Kohn-Sham gap (Eh) = 0.2613
- highest occupied orbital energy (eV) = -12.30
- calculated total energy (Ha) = -5036.68361



Entry 3:
This record from the Open Molecules 2025 dataset describes a single C15H17ClN4O4S molecule at a distorted geometry. The level of theory is wB97M-V/def2-TZVPD.

Atoms and positions in Å:
C1 -2.72874 3.84828 0.73002
C2 -3.05895 2.48443 1.32700
N1 -1.85976 1.76558 1.69607
C3 -1.40317 0.73215 0.98533
O1 -1.96910 0.19017 0.05963
N2 -0.13000 0.24180 1.38397
C4 0.82268 0.91239 2.08447
O2 0.60583 1.91627 2.73148
C5 2.22530 0.32344 1.98048
C6 2.83788 0.14085 3.35864
S1 3.26025 1.56362 1.05980
C7 2.41519 1.57445 -0.44393
N3 2.49739 2.42045 -1.42364
N4 1.62577 2.00251 -2.36672
C8 1.05537 0.93515 -1.92167
C9 -0.02653 0.09812 -2.50722
O3 0.05757 -1.15172 -1.86268
C10 -1.06168 -1.91658 -1.75991
C11 -2.15869 -1.84762 -2.60709
C12 -3.23203 -2.70304 -2.42488
C13 -3.22579 -3.63845 -1.40712
C14 -2.13894 -3.72073 -0.55213
C15 -1.07517 -2.86169 -0.73133
Cl1 0.27984 -2.92444 0.33915
O4 1.51975 0.59343 -0.69739
H1 -3.64461 4.37370 0.47462
H2 -2.13035 3.73366 -0.17088
H3 -2.16903 4.44915 1.44340
H4 -3.59509 1.86673 0.60314
H5 -3.67807 2.60494 2.22101
H6 -1.22609 2.19256 2.36619
H7 0.13021 -0.60509 0.88133
H8 2.24212 -0.60497 1.40758
H9 3.88420 -0.14045 3.27539
H10 2.76192 1.07044 3.91786
H11 2.30156 -0.63909 3.89503
H12 0.11301 0.01839 -3.59268
H13 -0.99699 0.57003 -2.29644
H14 -2.17603 -1.12739 -3.40969
H15 -4.07940 -2.63393 -3.08961
H16 -4.06475 -4.30206 -1.26926
H17 -2.12057 -4.43580 0.25556

## Properties
- largest force on an atom (eV/Å) = 1.720
- ΔE to the lowest compared entry with this formula, charge and spin (kJ/mol) = 2.4
- LUMO (hartree) = 0.01868
- SMILES = CCNC(=O)NC(=O)[C@H](C)Sc1nnc(COc2ccccc2Cl)o1
- Kohn-Sham gap (Eh) = 0.3460
- highest occupied orbital energy (eV) = -8.91
- calculated total energy (Ha) = -1960.18839